Record 1
A 13-piece molecular cluster, C16H5Cl48F4NO2 overall. Source: the Open Molecules 2025 dataset; level of theory: ωB97M-V with the def2-TZVPD basis set.

Geometry as XYZ:
```
76
C16H5Cl48F4NO2 ωB97M-V with the def2-TZVPD basis set
O 5.383 0.149 1.509
C 4.977 1.017 0.814
N 5.573 1.371 -0.472
F 5.738 0.152 -1.159
O 3.955 1.810 1.149
C 3.036 2.193 0.100
C 2.389 1.025 -0.625
C 1.614 0.043 0.229
F 2.263 -0.326 1.351
F 1.364 -1.087 -0.472
F 0.420 0.551 0.606
H 6.537 1.648 -0.280
H 2.297 2.848 0.560
H 3.572 2.783 -0.646
H 3.097 0.484 -1.258
H 1.648 1.462 -1.304
C 1.212 4.976 -2.349
Cl 0.855 5.110 -0.625
Cl 2.919 4.548 -2.533
Cl 0.216 3.704 -3.062
Cl 0.881 6.511 -3.146
C -1.031 2.353 3.248
Cl -0.209 3.433 2.111
Cl -1.667 3.286 4.595
Cl -2.350 1.524 2.410
Cl 0.124 1.176 3.866
C 4.827 -3.745 -0.904
Cl 4.132 -2.468 0.085
Cl 6.420 -3.254 -1.487
Cl 4.982 -5.222 0.055
Cl 3.766 -4.051 -2.289
C -4.140 1.199 7.430
Cl -3.212 -0.158 8.078
Cl -3.348 2.714 7.882
Cl -4.205 1.079 5.672
Cl -5.776 1.164 8.093
C 1.170 -4.516 -6.148
Cl 0.042 -5.853 -6.373
Cl 2.297 -4.914 -4.846
Cl 2.067 -4.248 -7.644
Cl 0.281 -3.048 -5.722
C 0.784 4.992 7.773
Cl -0.904 5.501 7.927
Cl 1.087 3.618 8.839
Cl 1.092 4.518 6.103
Cl 1.840 6.335 8.218
C -0.087 -10.338 -6.257
Cl -1.748 -9.748 -6.113
Cl 0.166 -11.653 -5.106
Cl 0.192 -10.925 -7.898
Cl 1.028 -9.017 -5.903
C -4.191 -7.500 -3.473
Cl -4.869 -6.229 -2.452
Cl -2.637 -6.968 -4.121
Cl -3.952 -8.965 -2.515
Cl -5.306 -7.847 -4.799
C -3.581 -4.969 -8.332
Cl -2.334 -3.768 -7.985
Cl -3.618 -5.300 -10.066
Cl -3.224 -6.458 -7.452
Cl -5.153 -4.351 -7.814
C -2.378 6.977 2.652
Cl -3.468 5.617 2.370
Cl -1.220 6.561 3.917
Cl -1.497 7.335 1.161
Cl -3.320 8.387 3.142
C -5.815 8.142 -0.254
Cl -5.439 6.429 -0.463
Cl -4.373 9.109 -0.578
Cl -7.096 8.607 -1.378
Cl -6.352 8.424 1.404
C 2.454 -0.791 6.592
Cl 3.318 -2.076 7.439
Cl 3.156 0.775 7.014
Cl 2.581 -1.038 4.849
Cl 0.750 -0.810 7.063
```

LUMO level (eV): -0.2
Maximum force (eV/A): 0.56

Record 2
A 2-piece molecular cluster, C3H10S overall in a non-equilibrium geometry. Source: the Open Molecules 2025 dataset; level of theory: ωB97M-V with the def2-TZVPD basis set.

Geometry as XYZ:
```
14
C3H10S ωB97M-V with the def2-TZVPD basis set
C -0.156 -1.920 -2.444
C 1.210 -1.437 -2.139
H -0.639 -1.389 -3.291
H -0.065 -3.023 -2.689
H -0.882 -1.860 -1.641
H 1.236 -0.588 -1.441
H 1.729 -1.195 -3.200
H 1.575 -2.291 -1.684
C -0.894 0.206 1.109
S -0.096 1.733 1.946
H -1.509 -0.226 1.788
H -0.149 -0.705 0.642
H -1.524 0.232 0.161
H 0.809 2.220 1.073
```

LUMO level (eV): 0.9
Maximum force (eV/A): 5.97
SMILES: CC.CS
ΔE to the lowest compared entry with this formula, charge and spin (kJ/mol): 171.24

Record 3
A 3-piece molecular cluster, C17H38F2N4O8S overall in a non-equilibrium geometry. Source: the Open Molecules 2025 dataset; level of theory: ωB97M-V with the def2-TZVPD basis set.

Geometry as XYZ:
```
70
C17H38F2N4O8S ωB97M-V with the def2-TZVPD basis set
C 3.315 -0.487 -2.575
C 2.030 0.417 -2.477
O 2.026 1.276 -1.650
N 0.983 0.120 -3.403
C 1.304 0.346 -4.817
N -0.295 0.476 -3.011
C -0.866 -0.287 -1.916
C -1.964 -1.240 -2.545
O -2.004 -1.365 -3.697
F -2.819 -1.949 -1.762
S -0.718 2.118 -3.037
O -1.055 2.671 -1.743
O -1.882 2.229 -3.880
F 0.486 3.053 -3.606
H 3.496 -0.830 -1.528
H 4.186 0.083 -2.967
H 3.093 -1.402 -3.170
H 0.425 0.099 -5.457
H 2.098 -0.392 -5.097
H 1.688 1.361 -5.065
H -0.102 -0.988 -1.495
H -1.258 0.301 -1.061
C -5.140 2.744 -0.524
O -4.382 2.513 0.652
C -3.044 3.003 0.560
C -2.832 4.148 1.538
N -3.569 5.338 1.118
C -3.602 6.395 2.126
C -4.356 6.104 3.427
O -5.757 5.953 3.258
C -6.179 4.638 2.934
H -6.104 2.249 -0.403
H -5.319 3.814 -0.672
H -4.640 2.326 -1.402
H -2.786 3.297 -0.459
H -2.383 2.177 0.840
H -1.765 4.386 1.589
H -3.161 3.807 2.527
H -4.521 5.074 0.899
H -4.075 7.262 1.655
H -2.575 6.689 2.367
H -4.230 6.978 4.073
H -3.933 5.258 3.979
H -5.535 3.873 3.375
H -6.230 4.509 1.850
H -7.190 4.504 3.323
C 5.952 -3.097 0.136
O 4.767 -3.596 -0.464
C 4.839 -4.988 -0.769
C 3.852 -5.768 0.084
N 4.275 -5.792 1.483
C 3.261 -6.319 2.395
C 1.971 -5.509 2.557
O 2.158 -4.248 3.181
C 2.495 -3.191 2.300
H 5.848 -2.016 0.236
H 6.096 -3.522 1.134
H 6.826 -3.306 -0.487
H 5.856 -5.378 -0.662
H 4.555 -5.098 -1.820
H 3.787 -6.795 -0.288
H 2.869 -5.295 -0.025
H 4.507 -4.849 1.771
H 3.734 -6.392 3.378
H 3.006 -7.340 2.091
H 1.319 -6.077 3.228
H 1.418 -5.404 1.617
H 2.049 -3.317 1.309
H 3.580 -3.092 2.216
H 2.118 -2.262 2.731
```

LUMO level (eV): 0.1
Maximum force (eV/A): 5.25
SMILES: CC(=O)N(C)N(CC(=O)F)S(=O)(=O)F.COCCNCCOC.COCCNCCOC

Record 4
A 2-piece molecular cluster, C47H61N2O2 overall in a non-equilibrium geometry. Source: the Open Molecules 2025 dataset; level of theory: ωB97M-V with the def2-TZVPD basis set.

Geometry as XYZ:
```
112
C47H61N2O2 ωB97M-V with the def2-TZVPD basis set
C 1.406 7.254 6.619
O 2.283 6.086 6.572
C 2.385 5.360 5.431
C 2.725 3.976 5.519
C 2.442 3.140 4.467
C 2.037 3.647 3.194
C 1.919 2.779 2.049
O 2.720 2.895 1.022
C 3.974 3.634 1.071
C 1.878 5.062 3.089
C 2.087 5.900 4.154
H 1.147 7.356 7.677
H 1.944 8.152 6.282
H 0.493 7.120 6.014
H 3.146 3.598 6.449
H 2.569 2.056 4.559
H 1.220 1.950 2.011
H 3.767 4.663 0.767
H 4.428 3.613 2.069
H 4.628 3.158 0.333
H 1.591 5.482 2.127
H 1.972 6.978 4.042
C 1.561 -4.014 0.079
C 2.263 -3.020 0.992
C 1.397 -2.766 2.227
C 3.559 -3.703 1.453
C 2.610 -1.656 0.346
C 3.419 -0.829 1.138
C 3.971 0.324 0.619
C 3.669 0.698 -0.680
C 2.861 -0.078 -1.517
C 2.995 0.235 -3.046
C 1.757 0.074 -3.908
C 4.102 -0.674 -3.591
C 3.408 1.700 -3.275
C 2.160 -1.174 -0.907
N 0.858 -1.565 -1.373
C -0.314 -1.189 -0.732
C -0.341 -0.406 0.411
C -1.521 -0.381 1.244
C -2.215 -1.589 1.513
C -3.498 -1.551 2.045
C -4.060 -0.312 2.392
C -3.340 0.876 2.227
C -2.042 0.841 1.726
N -1.357 -1.593 -1.553
C -2.760 -1.280 -1.467
C -3.206 0.068 -1.414
C -2.525 1.296 -2.122
C -3.130 2.600 -1.598
C -2.788 1.166 -3.633
C -1.029 1.478 -1.935
C -4.522 0.281 -0.952
C -5.491 -0.691 -1.182
C -5.067 -1.912 -1.676
C -3.732 -2.313 -1.553
C -3.578 -3.875 -1.548
C -4.700 -4.514 -0.698
C -2.286 -4.432 -0.970
C -3.786 -4.392 -2.977
C -0.810 -2.263 -2.644
C 0.524 -2.310 -2.491
H 2.126 -4.184 -0.844
H 1.496 -4.975 0.610
H 0.540 -3.707 -0.161
H 1.946 -2.194 2.984
H 0.502 -2.194 1.960
H 1.080 -3.718 2.671
H 4.091 -3.123 2.212
H 3.325 -4.684 1.883
H 4.230 -3.863 0.600
H 3.625 -1.097 2.179
H 4.669 0.915 1.224
H 4.113 1.627 -1.041
H 0.915 0.625 -3.483
H 1.954 0.527 -4.893
H 1.478 -0.961 -4.095
H 5.045 -0.476 -3.067
H 3.838 -1.730 -3.452
H 4.262 -0.487 -4.661
H 4.420 1.911 -2.916
H 3.407 1.926 -4.351
H 2.686 2.375 -2.796
H 0.536 0.184 0.650
H -1.703 -2.528 1.287
H -4.048 -2.487 2.175
H -5.071 -0.289 2.797
H -3.785 1.843 2.482
H -1.426 1.741 1.645
H -3.016 2.640 -0.507
H -2.593 3.456 -2.027
H -4.187 2.702 -1.860
H -2.294 0.270 -4.037
H -3.866 1.103 -3.840
H -2.389 2.042 -4.165
H -0.458 0.630 -2.309
H -0.735 2.385 -2.496
H -0.748 1.652 -0.891
H -4.832 1.212 -0.479
H -6.546 -0.499 -0.999
H -5.806 -2.615 -2.065
H -5.696 -4.379 -1.136
H -4.525 -5.595 -0.641
H -4.700 -4.119 0.325
H -1.444 -4.337 -1.659
H -2.049 -3.967 -0.006
H -2.430 -5.510 -0.798
H -3.004 -4.034 -3.657
H -3.766 -5.489 -2.977
H -4.764 -4.082 -3.365
H -1.456 -2.655 -3.411
H 1.279 -2.799 -3.087
```

LUMO level (eV): -4.9
Total charge: +1
Maximum force (eV/A): 2.51
ΔE to the lowest compared entry with this formula, charge and spin (kJ/mol): 82.53

Record 5
C10H10IN6SV as an isolated structure. Source: the Open Molecules 2025 dataset; level of theory: ωB97M-V with the def2-TZVPD basis set.

Geometry as XYZ:
```
29
C10H10IN6SV ωB97M-V with the def2-TZVPD basis set
V -0.771 -0.047 0.130
N -0.341 2.251 -3.519
C -0.407 1.756 -2.278
S -0.002 0.043 -2.101
N -0.744 2.568 -1.310
N -0.809 1.942 -0.108
C -0.997 2.662 0.955
C -1.017 1.938 2.197
C -1.152 2.564 3.436
C -1.109 1.803 4.583
C -0.936 0.421 4.480
C -0.829 -0.141 3.231
N -0.867 0.587 2.096
H 0.012 1.690 -4.272
H -0.496 3.236 -3.662
H -1.092 3.739 0.903
H -1.279 3.637 3.475
H -1.207 2.270 5.554
H -0.895 -0.209 5.356
H -0.717 -1.212 3.112
I -6.893 -1.037 0.990
C -5.004 -0.917 0.185
C -4.615 -1.256 -1.095
N -3.298 -1.028 -1.179
N -2.805 -0.539 -0.025
C -3.840 -0.470 0.812
H -5.181 -1.631 -1.931
H -2.686 -1.108 -1.979
H -3.709 -0.105 1.818
```

Spin multiplicity: 2
LUMO level (spin up / spin down) (eV): -4.0 / -3.8
Total charge: +1
Maximum force (eV/A): 0.40
ΔE to the lowest compared entry with this formula, charge and spin (kJ/mol): 0.00

Record 6
A 2-piece molecular cluster, CH8N3O overall in a non-equilibrium geometry. Source: the Open Molecules 2025 dataset; level of theory: ωB97M-V with the def2-TZVPD basis set.

Geometry as XYZ:
```
13
CH8N3O ωB97M-V with the def2-TZVPD basis set
N -0.754 -1.545 -0.333
C -1.026 -0.274 0.194
N -0.106 0.703 -0.011
N -2.265 0.026 0.499
H -1.488 -2.262 -0.310
H -0.109 -1.403 -1.212
H -0.467 1.674 0.147
H 0.840 0.385 -0.263
H -2.797 -0.791 0.610
H -2.711 0.893 0.730
H 3.879 1.367 -0.531
H 3.740 0.492 0.616
O 3.264 0.736 -0.138
```

LUMO level (eV): -3.6
Total charge: +1
Maximum force (eV/A): 3.69
ΔE to the lowest compared entry with this formula, charge and spin (kJ/mol): 126.09